This record from OMol25 describes 2 unconnected molecules or ions with the total composition C3H12NO at a distorted geometry. The level of theory is ωB97M-V with the def2-TZVPD basis set.

Structure (XYZ):
```
17
Properties=species:S:1:pos:R:3:mulliken_charge:R:1
O -0.98460 1.21801 1.57348 -0.60
N -0.17269 -0.61746 -0.69048 -0.30
C 0.77784 -0.32252 -1.81674 -0.49
C 2.25979 -0.34006 -1.44592 -1.03
C -1.74622 0.14142 2.15620 -0.49
H 0.06910 -1.53667 -0.31863 0.35
H 0.58696 -0.94731 -2.70869 0.38
H -1.22386 -0.10281 3.06571 0.30
H -0.48650 1.73255 2.22482 0.33
H 2.30284 -0.08574 -0.37094 0.31
H -1.74787 -0.71410 1.50599 0.22
H 2.67443 -1.37134 -1.45198 0.32
H -1.08887 -0.63014 -1.14023 0.37
H 0.50884 0.68338 -2.20130 0.37
H -2.76465 0.50128 2.19792 0.23
H 2.95421 0.12527 -2.17051 0.34
H -0.12687 0.21493 0.01637 0.39
```

Values from the calculation:
HOMO-LUMO gap	11.347	eV
strongest force on any atom	2.748	eV Å⁻¹
ΔE to the lowest compared entry with this formula, charge and spin	34.8	kcal/mol
2S+1	1
HOMO energy	-14.802	eV
charge	+1
E	-6835.9074	eV
E_LUMO	-3.45	eV